[1]
The molecule C23H31N3O5S in a non-equilibrium geometry, computed with the ωB97M-V functional and the def2-TZVPD basis.

Its electronic energy is -1833.64739 a.u. The spin multiplicity is 1. The SMILES is O=S(=O)(c1ccc(OC[C@H](O)CN2CCN(c3ccccc3)CC2)cc1)N1CCOCC1. The calculation puts the relative energy (zero: lowest compared OMol25 entry of this formula, charge and spin) at 3.9181 eV. As for the HOMO energy: -7.8 eV. The calculation puts the frontier orbital gap at 0.3046 hartree.

XYZ file:
```
63
Properties=species:S:1:pos:R:3:forces:R:3:nbo_charge:R:1
O -2.19400 -4.79815 0.57121 0.2134 0.1787 0.2484 -0.939
S -1.94414 -3.78649 -0.41122 -0.1185 0.1488 0.0528 2.336
O -2.27422 -4.04337 -1.78080 0.1908 0.3007 -0.1063 -0.939
C -0.23052 -3.27835 -0.31033 -0.7884 -0.2356 -0.1363 -0.389
C 0.39142 -2.77192 -1.43367 -0.0069 -0.0068 -0.0429 -0.176
C 1.68642 -2.28933 -1.35512 0.2598 0.0628 0.0046 -0.269
C 2.35604 -2.28263 -0.13042 -0.3641 -0.2141 0.1116 0.350
O 3.60657 -1.81457 0.07527 0.0574 -0.1390 0.1527 -0.509
C 4.20019 -0.92936 -0.85837 0.2986 0.6083 -0.2046 -0.091
C 4.78782 0.28459 -0.11282 -0.6420 -0.2871 -0.2329 0.076
O 5.95099 -0.06099 0.59138 0.3681 -0.1246 0.3230 -0.704
C 3.74117 0.90966 0.83542 0.1810 -0.0474 -0.1642 -0.233
N 2.39746 0.84110 0.30085 0.0364 0.1240 0.0993 -0.464
C 2.12232 1.78557 -0.76598 -0.1923 -0.1144 -0.1955 -0.242
C 0.79109 1.40503 -1.43234 0.3341 0.2088 -0.1638 -0.204
N -0.28833 1.41139 -0.47242 0.0137 -0.2869 -0.0059 -0.474
C -1.12083 2.51779 -0.35348 -0.2673 0.2138 -0.0125 0.263
C -1.51491 3.04342 0.87892 0.1482 -0.1339 0.0258 -0.297
C -2.40038 4.10221 0.94680 -0.0865 0.1025 -0.0379 -0.171
C -2.91042 4.67526 -0.20393 -0.1062 0.1129 0.0572 -0.258
C -2.53084 4.16216 -1.43301 0.0029 0.0613 -0.0188 -0.193
C -1.65708 3.09719 -1.50934 0.0808 0.0047 -0.0542 -0.283
C 0.03066 0.58609 0.66724 0.1274 0.0176 0.3666 -0.239
C 1.36556 0.96287 1.31490 -0.2813 -0.1685 -0.0769 -0.225
C 1.72364 -2.83554 0.99041 0.1236 0.0975 -0.1322 -0.272
C 0.44013 -3.33267 0.89992 0.0837 -0.0017 0.1001 -0.165
N -2.81165 -2.43377 0.05645 0.2589 -0.9565 -0.3011 -0.663
C -2.65291 -2.07127 1.44642 -0.1326 0.2000 0.5839 -0.269
C -3.67585 -0.98685 1.78836 0.1481 -0.3070 0.0478 -0.072
O -3.52160 0.12743 0.94145 0.1002 0.1784 0.1311 -0.526
C -3.72830 -0.23324 -0.40463 0.1109 -0.2077 -0.2837 -0.074
C -2.73299 -1.30814 -0.85032 -0.1062 0.4910 -0.3433 -0.273
H -0.14425 -2.78194 -2.36990 0.0147 0.0325 -0.1610 0.244
H 2.16562 -1.93848 -2.25548 0.0440 0.0473 -0.0417 0.219
H 3.47170 -0.56794 -1.58245 -0.0122 -0.0693 0.0197 0.189
H 5.01078 -1.45289 -1.37967 -0.1367 0.0684 0.0404 0.199
H 5.11727 1.01340 -0.86060 -0.0869 -0.1035 -0.0136 0.181
H 5.73560 -0.79366 1.18202 0.0278 0.0618 0.0102 0.468
H 4.05315 1.93735 1.08405 -0.0054 -0.0602 0.0630 0.183
H 3.75351 0.32521 1.75996 0.0339 0.0447 -0.0393 0.202
H 2.92500 1.74776 -1.50414 0.0196 0.0321 -0.0521 0.198
H 2.05406 2.82032 -0.38270 0.0582 -0.0257 -0.0422 0.174
H 0.58270 2.10221 -2.24190 -0.0182 -0.0747 0.0015 0.213
H 0.88008 0.39269 -1.84447 0.0553 0.0907 -0.0541 0.194
H -1.12698 2.63619 1.79919 0.0563 -0.0712 0.0621 0.209
H -2.68562 4.48947 1.91430 -0.0200 0.0191 0.0768 0.210
H -3.59656 5.50623 -0.14579 -0.0619 0.0653 0.0099 0.212
H -2.92839 4.58803 -2.34316 -0.0299 0.0207 -0.0712 0.211
H -1.40339 2.69412 -2.47879 0.0160 -0.0642 -0.0669 0.207
H -0.78863 0.62322 1.38380 -0.0031 -0.0729 -0.0331 0.224
H 0.13608 -0.44433 0.30489 -0.0470 0.0087 0.1148 0.205
H 1.58040 0.26609 2.12805 0.0080 0.0118 0.0181 0.204
H 1.31829 1.98606 1.72781 0.0189 -0.0392 0.0321 0.169
H 2.26496 -2.86235 1.92282 0.0653 -0.0012 0.1196 0.229
H -0.05108 -3.77630 1.75120 0.0111 -0.0364 0.1651 0.241
H -2.82153 -2.97310 2.03474 0.0088 0.1427 0.1599 0.239
H -1.64025 -1.68658 1.64307 -0.0743 0.0008 0.0427 0.182
H -3.52784 -0.62362 2.80677 -0.0233 -0.1136 -0.0358 0.198
H -4.68988 -1.39899 1.68734 0.0448 0.0180 0.0498 0.173
H -3.58927 0.67964 -0.98572 -0.0245 -0.1062 -0.0597 0.209
H -4.75355 -0.60830 -0.53446 0.0449 0.0453 -0.0259 0.171
H -2.98044 -1.68060 -1.84419 -0.0022 0.2066 -0.0488 0.237
H -1.72404 -0.87400 -0.86340 -0.0279 0.0413 -0.0324 0.194
```
Positions in Å, forces in eV/Å.

=====

[2]
A cluster of 3 separate species, C4H14N2O in total in a non-equilibrium geometry, computed with the ωB97M-V functional and the def2-TZVPD basis.

Its electronic energy is -345.41706 a.u. The spin multiplicity is 1. The calculation puts the relative energy (zero: lowest compared OMol25 entry of this formula, charge and spin) at 4.3299 eV. As for the HOMO energy: -8.2 eV. The calculation puts the frontier orbital gap at 0.3359 hartree.

XYZ file:
```
21
Properties=species:S:1:pos:R:3:forces:R:3:nbo_charge:R:1
C -1.76371 0.34051 0.09838 -0.7108 -1.3048 1.3227 0.075
C 2.47825 0.25718 1.28757 -0.0727 -0.0211 0.0957 -0.408
C -1.22927 -0.55677 1.00090 -1.3347 0.6061 -0.4910 -0.712
C -2.48678 -0.12228 -1.12994 0.4469 0.0588 -0.1889 -0.650
H -2.07408 1.30914 0.47204 0.4381 0.1235 -0.1690 0.196
H 0.49085 -0.43347 0.72134 1.7234 0.7141 -0.5543 0.437
H -1.17645 -0.27735 2.04680 0.2684 0.1103 0.0008 0.214
H -2.06930 -1.06238 -1.49769 -0.0439 0.0394 0.0288 0.206
H -3.54168 -0.28321 -0.89519 0.0109 0.0133 0.0764 0.218
H 3.35588 0.68283 0.80065 -0.0892 -0.0212 -0.0068 0.209
H 2.06171 0.98518 1.98312 0.0187 0.0067 0.0055 0.209
H 2.77841 -0.64027 1.83236 -0.0212 0.0526 -0.0512 0.198
H -1.35678 -1.61766 0.81053 0.2682 -0.0644 -0.1747 0.204
H -2.41982 0.61452 -1.92617 -0.0556 -0.0031 -0.0473 0.220
N 1.45939 -0.05626 0.29181 -1.6586 -0.2274 -0.1482 -0.500
N 1.94998 -1.01655 -0.67990 -0.1583 0.4542 0.0964 -0.666
O -0.14807 1.35106 -0.97024 0.5730 -0.2413 0.2426 -1.137
H -0.35980 1.99842 -1.65226 0.5130 -0.0567 0.2131 0.471
H 0.89233 0.85708 -0.32196 -0.1446 -0.1026 -0.2620 0.493
H 1.86186 -0.53227 -1.57272 -0.0391 -0.2902 0.0371 0.368
H 1.29706 -1.79747 -0.69943 0.0678 0.1540 -0.0256 0.355
```
Positions in Å, forces in eV/Å.

=====

The lowest relative energy (zero: lowest compared OMol25 entry of this formula, charge and spin) belongs to which entry?
C23H31N3O5S

=====

Which value of electronic energy does entry 2 give?
-345.41706 a.u.

=====

What is the frontier orbital gap in the second record?
0.3359 hartree